12
Properties=species:S:1:pos:R:3 method="wB97M-V/def2-TZVPD" gap_ev=10.47 spin_multiplicity=1 smiles="N=C1N=CCC=N1" de_lowest_kcal_mol=53.0 homo_ev=-10.07
N 2.05489 -0.49557 -0.25464
C 1.16233 -0.12146 0.56508
N 0.33837 -1.10798 1.16877
C -0.78905 -1.07301 0.57784
C -0.95169 -0.05162 -0.51738
C -0.42067 1.25695 0.01205
N 0.70368 1.22973 0.61326
H 2.42966 0.34523 -0.69274
H -1.55483 -1.82123 0.77807
H -0.08194 -0.38225 -1.14231
H -1.96205 0.01778 -0.93126
H -0.92870 2.20343 -0.17674